[1]
DFT (ωB97M-V/def2-TZVPD) results for 2 unconnected molecules or ions with the total composition C2H4ClO2P in a non-equilibrium geometry.

## Properties
- Kohn-Sham gap (spin up / spin down): 7.606 / 7.607 eV
- E_HOMO (spin up / spin down): -9.1 / -9.1 eV
- Charge: 0
- Relative energy (zero: lowest compared OMol25 entry of this formula, charge and spin): 183.1 kJ/mol
- Electronic energy: -28043.7122 eV

Structure (XYZ):
```
10
C2H4ClO2P, DFT ωB97M-V/def2-TZVPD
O -4.657 0.101 0.075
H 1.320 0.228 -0.131
Cl -0.852 1.842 1.593
C -0.401 0.342 1.069
H -0.082 0.948 -0.946
P -3.344 0.652 0.436
H -0.013 -0.802 -0.655
C 0.236 0.178 -0.251
O -2.369 -0.532 0.628
H -0.250 -0.414 1.824
```

These are the Mulliken partial charges, in e, on atoms 1 to 8: number 1, O, carries -0.5166; number 2, H, carries 0.3401; number 3, Cl, carries -0.0084; number 4, C, carries 0.2223; number 5, H, carries 0.3112; number 6, P, carries 0.3851; number 7, H, carries 0.3023; number 8, C, carries -0.8872

***

[2]
DFT (ωB97M-V/def2-TZVPD) results for 2 unconnected molecules or ions with the total composition C2H4ClOP in a non-equilibrium geometry.

## Properties
- Kohn-Sham gap (spin up / spin down): 8.324 / 6.043 eV
- E_HOMO (spin up / spin down): -9.4 / -8.3 eV
- Charge: 0
- Relative energy (zero: lowest compared OMol25 entry of this formula, charge and spin): 606.4 kJ/mol
- Electronic energy: -25991.6386 eV

Structure (XYZ):
```
9
C2H4ClOP, DFT ωB97M-V/def2-TZVPD
H -0.043 0.874 1.417
C -0.127 0.191 -0.421
H -0.572 -0.694 0.124
C -0.228 1.377 0.489
O 0.819 -3.094 -1.068
H -1.276 1.737 0.698
P 0.744 0.159 -1.855
H 0.350 2.232 0.205
Cl 0.333 -2.781 0.411
```

These are the Mulliken partial charges, in e, on atoms 1 to 8: number 1, H, carries 0.2530; number 2, C, carries 0.0228; number 3, H, carries 0.1863; number 4, C, carries -0.9494; number 5, O, carries -0.2438; number 6, H, carries 0.2650; number 7, P, carries -0.0470; number 8, H, carries 0.3788

***

[3]
DFT (ωB97M-V/def2-TZVPD) results for 2 unconnected molecules or ions with the total composition C2H4ClOP in a non-equilibrium geometry.

## Properties
- Kohn-Sham gap: 9.649 eV
- SMILES string: O=CCl.C=P
- E_HOMO: -9.3 eV
- Charge: 0
- Relative energy (zero: lowest compared OMol25 entry of this formula, charge and spin): 257.3 kJ/mol
- Electronic energy: -25995.2572 eV

Structure (XYZ):
```
9
C2H4ClOP, DFT ωB97M-V/def2-TZVPD
C 0.459 0.744 -0.675
H 0.646 -0.323 -0.443
H 0.012 0.835 -1.647
H -1.750 -2.143 2.355
Cl 0.583 -1.419 2.419
P 0.699 1.901 0.494
H 1.298 1.228 1.434
C -1.069 -1.397 1.821
O -1.451 -0.546 1.135
```

These are the Mulliken partial charges, in e, on atoms 1 to 8: number 1, C, carries -0.4163; number 2, H, carries 0.1910; number 3, H, carries 0.2937; number 4, H, carries 0.3161; number 5, Cl, carries -0.1401; number 6, P, carries 0.0021; number 7, H, carries -0.0543; number 8, C, carries 0.0822

***

[4]
DFT (ωB97M-V/def2-TZVPD) results for 2 unconnected molecules or ions with the total composition C2H4ClOP in a non-equilibrium geometry.

## Properties
- Kohn-Sham gap: 9.965 eV
- SMILES string: OPCl.C#C
- E_HOMO: -9.3 eV
- Charge: 0
- Relative energy (zero: lowest compared OMol25 entry of this formula, charge and spin): 285.1 kJ/mol
- Electronic energy: -25994.9684 eV

Structure (XYZ):
```
9
C2H4ClOP, DFT ωB97M-V/def2-TZVPD
H -1.607 -0.047 -0.934
H -0.539 -0.317 0.757
O -2.920 -1.847 -0.336
Cl -2.142 -1.178 -2.967
H -3.724 -2.345 -0.612
P -3.038 -0.522 -1.354
C 0.171 -0.636 0.040
H 1.396 -0.689 -1.841
C 0.609 -0.820 -1.106
```

These are the Mulliken partial charges, in e, on atoms 1 to 8: number 1, H, carries -0.0102; number 2, H, carries 0.3988; number 3, O, carries -0.4260; number 4, Cl, carries -0.1692; number 5, H, carries 0.3220; number 6, P, carries 0.1766; number 7, C, carries -0.2408; number 8, H, carries 0.3236